No. 1
The following is a DFT calculation (ωB97M-V/def2-TZVPD) of a structure of composition C29H58BrCl6N3O5PS in a non-equilibrium geometry.

```
104
C29H58BrCl6N3O5PS | the Open Molecules 2025 dataset | ωB97M-V/def2-TZVPD
C -2.845 -5.926 2.740
C -2.896 -5.018 1.483
O -2.684 -3.646 1.749
C -1.308 -3.369 1.879
C -1.094 -1.851 2.008
O 0.094 -1.368 1.375
N -0.167 -0.706 0.211
C -0.725 0.519 0.333
N -0.986 1.119 1.520
N -1.008 1.227 -0.786
C -1.176 0.426 -2.019
C -2.693 -0.042 -1.886
P -1.306 1.567 -3.522
O -0.310 2.684 -3.534
C -0.159 -0.751 -2.159
Br 1.080 -0.335 -3.704
C -0.833 -2.020 -2.696
C -1.595 -2.859 -1.594
C -2.574 -3.983 -2.224
O -1.190 -4.161 -1.447
C 0.789 -0.894 -0.907
C 2.022 0.036 -0.871
C 1.920 1.568 -1.125
C 1.873 2.356 0.229
S 1.095 3.996 0.106
C 1.373 -2.352 -0.889
C 2.755 -2.610 -0.250
C 2.955 -2.429 1.272
C 2.395 -3.582 2.141
C 2.484 -3.346 3.663
C 1.932 -1.994 4.181
C 1.070 -2.109 5.455
O 0.639 -0.810 5.848
C -0.720 -0.541 5.584
H -1.915 -6.505 2.792
H -2.941 -5.365 3.675
H -3.663 -6.652 2.679
H -3.873 -5.159 1.009
H -2.161 -5.404 0.758
H -0.691 -3.829 1.095
H -0.979 -3.830 2.829
H -0.993 -1.612 3.069
H -2.017 -1.353 1.678
H -1.924 1.185 1.879
H -0.255 1.444 2.133
H -1.778 1.871 -0.636
H -3.274 0.892 -1.847
H -2.886 -0.549 -0.937
H -3.060 -0.576 -2.766
H -1.387 0.805 -4.715
H -2.590 2.169 -3.395
H -0.152 -2.760 -3.121
H -1.562 -1.810 -3.479
H -1.958 -2.344 -0.699
H -3.379 -3.578 -1.514
H -2.800 -5.022 -1.934
H 2.790 -0.336 -1.549
H 2.421 -0.028 0.152
H 2.877 1.877 -1.568
H 1.164 1.907 -1.834
H 2.908 2.559 0.523
H 1.467 1.721 1.030
H -0.224 3.742 -0.087
H 0.676 -3.050 -0.407
H 1.472 -2.729 -1.914
H 2.964 -3.677 -0.438
H 3.591 -2.104 -0.744
H 2.593 -1.483 1.686
H 4.044 -2.423 1.439
H 1.394 -3.841 1.774
H 3.023 -4.461 1.927
H 3.508 -3.512 4.007
H 1.877 -4.136 4.136
H 1.376 -1.409 3.439
H 2.794 -1.372 4.458
H 1.737 -2.456 6.259
H 0.259 -2.846 5.388
H -0.866 0.198 4.778
H -1.322 -1.434 5.371
H -1.147 -0.085 6.490
Cl -3.520 5.087 -1.579
C -4.063 5.560 -3.212
C -5.264 4.765 -3.656
Cl -4.823 3.062 -3.945
H -3.225 5.436 -3.893
H -4.315 6.618 -3.169
H -5.656 5.156 -4.593
H -6.059 4.794 -2.915
Cl 5.179 2.731 1.681
C 5.153 4.026 2.908
C 4.133 5.091 2.584
Cl 4.588 6.040 1.149
H 6.156 4.440 2.978
H 4.907 3.558 3.860
H 4.055 5.788 3.417
H 3.149 4.661 2.403
Cl 2.072 6.482 -5.048
C 1.321 4.980 -5.643
C 0.311 5.243 -6.733
Cl -1.139 6.075 -6.112
H 0.869 4.468 -4.795
H 2.125 4.355 -6.033
H -0.024 4.298 -7.159
H 0.729 5.850 -7.532
```

Results
Molar mass   884.5 g/mol
E_LUMO   -3.48 eV
Orbital gap   7.853 eV
Charge   +1

No. 2
The following is a DFT calculation (ωB97M-V/def2-TZVPD) of a cluster of 4 separate species, C4H17NO3 in total in a non-equilibrium geometry.

```
25
C4H17NO3 | the Open Molecules 2025 dataset | ωB97M-V/def2-TZVPD
C 0.166 -1.790 -0.200
C 1.263 -0.685 -0.413
C 1.991 -0.396 0.916
C 2.065 -0.991 -1.720
N -1.068 -1.034 -0.014
H 0.302 -2.382 0.803
H 0.067 -2.382 -1.103
H 0.719 0.311 -0.667
H 3.056 -0.519 0.770
H 1.615 -1.018 1.724
H 1.823 0.594 1.306
H 2.662 -0.073 -1.757
H 2.814 -1.771 -1.433
H 1.408 -1.174 -2.556
H -1.143 -0.467 0.831
H -1.916 -1.601 -0.128
H -2.879 3.332 0.699
H -1.674 2.666 0.160
O -1.956 3.169 0.933
H -1.753 1.231 1.806
H -0.765 0.772 2.755
O -1.587 0.447 2.358
H -1.093 1.493 -2.039
H -2.121 0.686 -1.341
O -1.996 1.584 -1.690
```

Results
Molar mass   127.2 g/mol
ΔE to the lowest compared entry with this formula, charge and spin   0.821 eV
E_LUMO (spin up / spin down)   -3.30 / -8.49 eV
⟨S²⟩   0.75
Orbital gap (spin up / spin down)   11.652 / 6.471 eV
2S+1   2
Charge   +1

No. 3
The following is a DFT calculation (ωB97M-V/def2-TZVPD) of an isolated molecule of C5H9NS2 in a non-equilibrium geometry.

```
17
C5H9NS2 | the Open Molecules 2025 dataset | ωB97M-V/def2-TZVPD
C -0.627 1.705 0.930
C 0.255 1.267 0.064
C 1.487 2.071 -0.178
C 0.068 -0.050 -0.735
N 0.083 -1.004 0.315
C -0.461 -2.180 0.231
S -1.309 -2.853 -1.181
S -0.601 -3.055 1.765
H -0.541 2.568 1.550
H -1.425 1.038 1.266
H 2.260 1.350 -0.666
H 1.739 2.461 0.791
H 1.438 2.804 -0.943
H -0.921 -0.087 -1.243
H 1.011 -0.148 -1.250
H -1.131 -1.756 -1.935
H -1.325 -4.130 1.219
```

Results
Molar mass   147.3 g/mol
ΔE to the lowest compared entry with this formula, charge and spin   2.253 eV
E_LUMO   0.57 eV
Orbital gap   9.517 eV
SMILES   C=C(C)CN=C(S)S
Charge   0

No. 4
The following is a DFT calculation (ωB97M-V/def2-TZVPD) of an isolated molecule of C20H25NO5S in a non-equilibrium geometry.

```
52
C20H25NO5S | the Open Molecules 2025 dataset | ωB97M-V/def2-TZVPD
C -3.430 -4.112 -0.471
C -2.985 -2.902 -1.281
C -3.918 -1.711 -1.077
C -3.450 -0.487 -1.868
O -2.299 0.122 -1.316
C -2.446 1.132 -0.423
C -3.617 1.442 0.261
C -3.645 2.505 1.148
C -2.519 3.277 1.365
C -1.347 2.971 0.694
C -1.297 1.901 -0.182
C -0.067 1.610 -0.983
O 0.023 1.915 -2.156
N 0.949 1.000 -0.313
C 0.887 0.674 1.106
C -0.114 -0.388 1.432
C -1.265 -0.348 2.161
C -1.770 -1.672 2.181
C -0.888 -2.417 1.464
O 0.116 -1.650 1.006
C 2.158 0.689 -1.054
C 3.312 1.642 -0.631
C 4.632 0.907 -0.688
S 4.142 -0.682 0.046
O 3.865 -0.482 1.445
O 5.031 -1.752 -0.307
C 2.586 -0.766 -0.888
H -2.754 -4.949 -0.630
H -4.431 -4.421 -0.767
H -3.444 -3.878 0.591
H -1.976 -2.609 -0.989
H -2.963 -3.162 -2.341
H -4.927 -1.973 -1.403
H -3.955 -1.463 -0.014
H -3.147 -0.796 -2.874
H -4.257 0.248 -1.966
H -4.513 0.861 0.112
H -4.564 2.731 1.670
H -2.552 4.112 2.047
H -0.466 3.581 0.836
H 1.878 0.327 1.415
H 0.630 1.564 1.687
H -1.700 0.514 2.623
H -2.660 -2.013 2.668
H -0.856 -3.461 1.222
H 1.897 0.884 -2.101
H 3.144 1.960 0.399
H 3.305 2.528 -1.265
H 5.415 1.373 -0.102
H 4.974 0.704 -1.698
H 2.834 -1.240 -1.832
H 1.858 -1.366 -0.352
```

Results
Molar mass   391.5 g/mol
ΔE to the lowest compared entry with this formula, charge and spin   1.788 eV
E_LUMO   0.71 eV
Orbital gap   9.201 eV
SMILES   CCCCOc1ccccc1C(=O)N(Cc1ccco1)[C@H]1CCS(=O)(=O)C1
Charge   0

No. 5
The following is a DFT calculation (ωB97M-V/def2-TZVPD) of a cluster of 2 separate species, C3H7NO2 in total.

```
13
C3H7NO2 | the Open Molecules 2025 dataset | ωB97M-V/def2-TZVPD
C -0.904 -0.284 -0.358
C 0.138 -0.585 0.418
C 0.784 -1.933 0.547
N 0.675 0.390 1.345
O 0.530 1.552 1.033
H -1.318 0.716 -0.395
H -1.353 -1.035 -1.000
H 1.085 -2.106 1.584
H 0.098 -2.725 0.238
H 1.683 -1.997 -0.075
O -0.524 2.515 -1.544
H 0.006 2.298 -0.761
H -1.232 3.069 -1.197
```

Results
Molar mass   89.1 g/mol
ΔE to the lowest compared entry with this formula, charge and spin   3.968 eV
E_LUMO (spin up / spin down)   -0.86 / -0.86 eV
Orbital gap (spin up / spin down)   8.663 / 8.663 eV
SMILES   C=C(C)N=O.O
Charge   0

No. 6
The following is a DFT calculation (ωB97M-V/def2-TZVPD) of a cluster of 10 separate species, C22H64N8O10 in total in a non-equilibrium geometry.

```
104
C22H64N8O10 | the Open Molecules 2025 dataset | ωB97M-V/def2-TZVPD
N 2.993 -2.754 0.287
C 3.475 -1.576 0.490
N 2.539 -0.690 0.709
O 4.823 -1.357 0.613
H 3.650 -3.546 0.163
H 1.950 -2.979 0.084
H 2.835 0.316 0.767
H 1.557 -0.887 0.872
N -5.575 2.086 2.841
C -4.452 2.406 2.326
N -3.674 1.386 1.996
O -4.061 3.679 2.290
H -6.049 2.897 3.240
H -5.924 1.024 2.878
H -2.656 1.533 1.827
H -3.914 0.406 2.257
N -2.013 -4.535 0.104
C -2.504 -3.337 0.332
N -2.079 -2.536 -0.609
O -3.382 -3.044 1.323
H -2.106 -5.303 0.817
H -2.043 -4.957 -0.932
H -2.667 -1.701 -0.561
H -1.652 -2.848 -1.508
N 3.627 1.784 -0.155
C 4.247 2.157 0.911
N 5.138 1.320 1.323
O 3.925 3.320 1.593
H 2.946 2.445 -0.525
H 4.033 1.021 -0.673
H 5.666 1.546 2.148
H 5.347 0.411 0.885
C 0.936 -1.905 3.113
C -0.216 -1.811 2.145
C -1.344 -1.019 2.732
O -0.027 -1.386 1.025
H 1.669 -2.637 2.822
H 0.530 -2.246 4.053
H 1.413 -0.972 3.215
H -0.611 -2.751 1.871
H -1.089 -0.062 3.116
H -1.825 -1.473 3.704
H -2.072 -0.917 1.863
H -0.739 -1.750 0.486
C -4.070 0.897 -1.990
C -4.391 -0.236 -0.962
C -4.628 -1.586 -1.673
O -3.391 -0.288 -0.251
H -4.188 1.938 -1.603
H -4.939 0.903 -2.627
H -3.105 0.634 -2.564
H -5.225 0.023 -0.375
H -5.426 -1.478 -2.348
H -4.930 -2.216 -0.922
H -3.752 -2.003 -2.199
H -3.549 0.455 0.362
C 1.124 2.010 3.159
C 0.552 3.301 3.695
C -0.990 3.087 3.789
O 1.059 3.744 4.802
H 1.272 1.298 3.996
H 2.019 2.235 2.619
H 0.375 1.591 2.513
H 0.711 4.059 2.896
H -1.302 2.260 4.385
H -1.485 3.044 2.828
H -1.577 4.009 4.197
H 1.983 3.958 4.569
C -0.274 -1.660 -4.709
C 0.425 -2.037 -3.410
C 0.153 -1.056 -2.303
O 0.253 -3.201 -2.981
H -1.255 -1.657 -4.467
H -0.187 -2.461 -5.431
H 0.184 -0.822 -5.240
H 1.519 -2.021 -3.549
H 0.563 -0.138 -2.677
H 0.722 -1.222 -1.401
H -0.875 -0.844 -2.069
H 0.666 -3.256 -2.114
C -1.422 3.385 -0.039
C -0.922 1.946 -0.283
C 0.449 1.880 -0.620
O -1.212 1.198 0.688
H -0.932 3.754 0.838
H -2.469 3.272 0.230
H -1.272 4.068 -0.877
H -1.471 1.434 -1.067
H 0.823 0.892 -0.344
H 1.027 2.609 -0.110
H 0.595 1.949 -1.655
H -0.957 0.279 0.565
C 3.284 0.161 -3.531
C 4.364 -0.639 -2.998
C 5.263 -1.137 -4.150
O 5.022 -0.053 -2.125
H 2.589 -0.300 -4.264
H 3.674 1.109 -3.997
H 2.743 0.392 -2.615
H 3.916 -1.615 -2.728
H 4.803 -1.395 -5.184
H 5.728 -2.072 -3.878
H 6.085 -0.451 -4.360
H 5.626 -0.687 -1.701
```

Results
Molar mass   600.8 g/mol
ΔE to the lowest compared entry with this formula, charge and spin   11.140 eV
E_LUMO   -0.22 eV
Orbital gap   8.579 eV
SMILES   NC(N)=O.NC(N)=O.NC(N)=O.NC(N)=O.CC(C)O.CC(C)O.CC(C)O.CC(C)O.CC(C)O.CC(C)O
Charge   0

No. 7
The following is a DFT calculation (ωB97M-V/def2-TZVPD) of a structure of composition C12H11BrCl2O2Pd in a non-equilibrium geometry.

```
29
C12H11BrCl2O2Pd | the Open Molecules 2025 dataset | ωB97M-V/def2-TZVPD
C -2.235 1.240 -0.859
C -2.091 1.646 0.473
C -0.781 2.244 0.672
H -2.825 1.522 1.293
C -0.112 2.169 -0.668
C -1.032 1.539 -1.555
H -0.820 1.366 -2.617
H -3.140 0.796 -1.279
H -0.332 2.551 1.574
H 0.882 2.514 -0.860
Pd -0.345 0.399 0.234
Br -0.899 -0.472 2.610
C 0.100 -2.379 -0.283
C 0.042 -1.724 -1.560
C -1.320 -1.408 -1.819
H 0.896 -1.520 -2.217
C -2.094 -1.802 -0.687
C -1.228 -2.448 0.242
H -1.509 -2.861 1.219
H 1.006 -2.723 0.229
H -1.693 -0.925 -2.734
H -3.162 -1.614 -0.522
Cl 3.972 0.569 3.171
C 3.794 0.134 1.477
Cl 4.127 -1.576 1.188
C 2.410 0.581 0.930
O 2.049 1.747 1.244
O 1.795 -0.276 0.189
H 4.545 0.713 0.913
```

Results
Molar mass   444.4 g/mol
ΔE to the lowest compared entry with this formula, charge and spin   0.014 eV
E_LUMO (spin up / spin down)   5.02 / 5.02 eV
⟨S²⟩   2.01
Orbital gap (spin up / spin down)   4.708 / 4.668 eV
2S+1   3
Charge   -2

No. 8
The following is a DFT calculation (ωB97M-V/def2-TZVPD) of a structure of composition C23H34B2Br36O8 in a non-equilibrium geometry.

```
103
C23H34B2Br36O8 | the Open Molecules 2025 dataset | ωB97M-V/def2-TZVPD
C 6.575 0.012 4.228
C 7.167 1.559 4.333
O 8.018 1.889 3.169
B 7.489 3.041 2.413
O 7.603 4.408 3.027
C 6.789 2.845 0.902
B 8.076 3.035 -0.098
C 9.267 1.888 -0.082
O 8.224 4.238 -0.991
C 6.050 1.392 1.056
O 6.370 0.200 0.541
O 4.912 1.759 1.963
C 4.559 3.217 1.991
C 5.445 3.762 0.726
C 4.768 3.989 -0.746
O 4.231 2.800 -1.402
C 2.969 2.320 -0.854
O 1.977 3.336 -0.489
C 0.899 2.802 0.358
C 0.286 3.919 1.437
O 1.012 3.775 2.736
H 6.888 -0.613 5.168
H 5.391 0.039 4.115
H 6.972 -0.531 3.262
H 7.858 1.636 5.299
H 6.290 2.348 4.506
H 6.879 4.387 3.745
H 10.177 2.209 0.621
H 9.689 1.684 -1.172
H 8.898 0.854 0.330
H 8.563 5.026 -0.437
H 3.379 3.135 1.833
H 4.623 3.747 3.035
H 5.798 4.868 1.010
H 4.020 4.920 -0.713
H 5.656 4.372 -1.449
H 3.159 1.554 0.042
H 2.459 1.651 -1.702
H 0.038 2.425 -0.362
H 1.231 1.883 1.019
H 0.377 5.034 1.029
H -0.849 3.671 1.697
H 0.935 4.629 3.273
C 3.534 7.043 1.698
Br 1.802 7.782 1.211
Br 3.974 7.396 3.560
Br 3.659 5.149 1.271
H 4.284 7.558 1.089
C 0.463 -1.796 1.143
Br 2.168 -0.870 1.286
Br -0.966 -0.821 2.032
Br 0.016 -2.209 -0.705
H 0.573 -2.751 1.667
C -3.980 -3.971 -1.062
Br -3.081 -3.683 -2.763
Br -3.146 -5.398 -0.035
Br -4.124 -2.327 -0.032
H -5.000 -4.296 -1.291
C -6.617 -2.656 -5.221
Br -8.349 -1.917 -5.708
Br -6.177 -2.303 -3.359
Br -6.492 -4.550 -5.648
H -5.867 -2.141 -5.830
C -11.963 -2.946 -7.294
Br -11.063 -2.658 -8.995
Br -11.129 -4.373 -6.267
Br -12.107 -1.303 -6.264
H -12.983 -3.271 -7.523
C -5.903 -7.631 -3.362
Br -5.074 -9.341 -2.945
Br -7.504 -7.848 -4.445
Br -6.250 -6.585 -1.759
H -5.184 -7.065 -3.964
C -11.384 2.758 -4.604
Br -10.275 1.164 -4.479
Br -13.229 2.396 -4.106
Br -10.637 4.240 -3.590
H -11.390 3.061 -5.656
C -4.019 -0.817 4.542
Br -4.980 -0.236 6.130
Br -4.879 -2.341 3.693
Br -3.737 0.645 3.291
H -3.030 -1.151 4.872
C 0.857 -6.635 0.858
Br 1.757 -6.347 -0.842
Br 1.691 -8.062 1.885
Br 0.713 -4.992 1.889
H -0.163 -6.960 0.630
C 4.381 6.703 -3.562
Br 3.420 7.285 -1.975
Br 3.521 5.180 -4.412
Br 4.663 8.166 -4.814
H 5.370 6.369 -3.233
C -0.719 -10.268 -0.966
Br -1.680 -9.686 0.622
Br -1.579 -11.791 -1.815
Br -0.437 -8.805 -2.217
H 0.270 -10.602 -0.636
C -8.549 -2.857 5.861
Br -7.720 -4.567 6.278
Br -10.150 -3.075 4.778
Br -8.896 -1.811 7.464
H -7.830 -2.292 5.259
```

Results
Molar mass   3336.7 g/mol
E_LUMO   -0.42 eV
Orbital gap   8.881 eV
Charge   0

No. 9
The following is a DFT calculation (ωB97M-V/def2-TZVPD) of an isolated molecule of C7H11Cl in a non-equilibrium geometry.

```
19
C7H11Cl | the Open Molecules 2025 dataset | ωB97M-V/def2-TZVPD
C 2.740 -0.655 -0.349
C 1.446 -0.774 -0.429
C 0.224 -0.325 0.383
C -0.902 -1.352 0.507
C -1.894 -0.179 0.396
Cl -3.436 -0.473 -0.440
C -0.722 0.595 -0.299
C -0.296 2.031 -0.048
H 3.370 -1.297 -1.136
H 3.104 0.019 0.428
H 0.981 -1.373 -1.297
H 0.436 0.147 1.317
H -0.687 -2.197 -0.276
H -0.997 -1.820 1.386
H -2.187 0.249 1.364
H -0.689 0.416 -1.450
H -1.278 2.669 -0.229
H 0.536 2.177 -0.779
H 0.250 2.142 0.951
```

Results
Molar mass   130.6 g/mol
ΔE to the lowest compared entry with this formula, charge and spin   2.334 eV
E_LUMO   1.06 eV
Orbital gap   10.910 eV
SMILES   C=C[C@@H]1C[C@H](Cl)[C@H]1C
Charge   0

No. 10
The following is a DFT calculation (ωB97M-V/def2-TZVPD) of the ion C5H12NS with charge -2 in a non-equilibrium geometry.

```
19
C5H12NS | the Open Molecules 2025 dataset | ωB97M-V/def2-TZVPD
C 0.603 -0.557 -0.881
C -0.010 0.731 -1.481
S 1.198 1.736 -2.391
C -0.372 -1.503 -0.180
N -0.511 -1.436 1.266
C -0.771 -0.150 1.877
C -1.113 -0.350 3.344
H 1.409 -0.203 -0.224
H 1.156 -1.058 -1.664
H -0.371 1.299 -0.639
H -0.861 0.452 -2.109
H -0.036 -2.536 -0.352
H -1.375 -1.427 -0.617
H 0.213 -1.975 1.714
H 0.086 0.520 1.745
H -1.564 0.308 1.280
H -2.091 -0.837 3.436
H -0.444 -1.094 3.805
H -1.027 0.569 3.922
```

Results
Molar mass   118.2 g/mol
ΔE to the lowest compared entry with this formula, charge and spin   0.005 eV
E_LUMO (spin up / spin down)   5.86 / 5.78 eV
⟨S²⟩   0.75
Orbital gap (spin up / spin down)   2.121 / 5.926 eV
2S+1   2
Charge   -2

> Among the records above, which one has the lowest molar mass?

C3H7NO2